[1]
# C36H87NO13P

A 11-piece molecular cluster, C36H87NO13P overall at a distorted geometry (ωB97M-V/def2-TZVPD, the Open Molecules 2025 dataset).

The geometry in ORCA input format:
```
! RIJCOSX wB97M-V def2-TZVPD def2/J DEFGRID3
* xyz 1 1
O -1.169 -3.340 3.081
P -0.674 -2.158 2.234
C -1.824 -0.634 2.439
C -3.342 -0.935 2.463
C -4.289 0.313 2.599
C -5.871 -0.008 2.660
O -6.285 -0.412 3.780
O -6.748 0.139 1.566
C -3.677 1.737 2.697
C -2.127 1.839 2.664
N -1.246 0.687 2.554
H 0.687 -1.766 2.489
H -0.797 -2.518 0.843
H -3.771 -2.002 2.396
H -6.360 -0.291 0.768
H -4.359 2.640 2.810
H -1.656 2.882 2.729
H -0.217 0.804 2.555
C 1.595 0.394 -1.042
C 2.598 0.723 0.052
C 3.937 0.051 -0.203
O 2.083 0.291 1.315
H 1.407 -0.685 -1.088
H 0.633 0.875 -0.840
H 1.953 0.727 -2.019
H 2.736 1.806 0.110
H 3.830 -1.039 -0.220
H 4.643 0.287 0.597
H 4.365 0.374 -1.155
H 1.958 -0.667 1.273
C 4.545 5.608 0.475
C 4.569 4.095 0.319
C 5.967 3.538 0.536
O 4.119 3.747 -0.990
H 5.197 6.087 -0.263
H 3.537 5.996 0.304
H 4.870 5.907 1.474
H 3.877 3.641 1.034
H 6.669 3.945 -0.199
H 5.972 2.452 0.409
H 6.335 3.775 1.538
H 4.725 4.144 -1.630
C 9.652 4.605 0.552
C 9.675 3.092 0.395
C 11.073 2.535 0.613
O 9.224 2.744 -0.912
H 10.304 5.084 -0.186
H 8.644 4.993 0.381
H 9.977 4.904 1.551
H 8.983 2.638 1.110
H 11.775 2.942 -0.122
H 11.077 1.449 0.486
H 11.441 2.771 1.615
H 9.830 3.141 -1.552
C -3.833 -6.134 5.081
C -2.586 -5.794 5.880
C -2.773 -4.515 6.682
O -1.482 -5.639 4.993
H -4.066 -5.340 4.363
H -3.680 -7.049 4.501
H -4.697 -6.276 5.736
H -2.346 -6.619 6.556
H -2.969 -3.665 6.020
H -1.865 -4.276 7.242
H -3.604 -4.608 7.386
H -1.684 -4.909 4.389
C -1.836 6.325 2.833
C -0.404 6.206 3.333
C 0.462 7.337 2.805
O 0.142 4.954 2.914
H -1.874 6.272 1.740
H -2.445 5.499 3.212
H -2.288 7.267 3.153
H -0.395 6.215 4.426
H 0.504 7.319 1.711
H 1.490 7.232 3.162
H 0.079 8.309 3.123
H 0.138 4.936 1.947
C -5.219 -1.222 -3.202
C -4.247 -0.902 -2.079
C -2.910 -1.593 -2.290
O -4.806 -1.323 -0.831
H -5.421 -2.297 -3.251
H -6.180 -0.728 -3.031
H -4.827 -0.896 -4.168
H -4.096 0.179 -2.020
H -3.030 -2.682 -2.307
H -2.225 -1.363 -1.469
H -2.449 -1.279 -3.229
H -4.943 -2.280 -0.874
C 3.621 -5.771 2.845
C 2.423 -5.223 2.086
C 1.115 -5.636 2.742
O 2.453 -5.703 0.743
H 3.605 -6.865 2.862
H 4.553 -5.475 2.356
H 3.636 -5.406 3.876
H 2.484 -4.130 2.043
H 1.011 -6.726 2.756
H 0.263 -5.245 2.180
H 1.055 -5.268 3.769
H 2.400 -6.668 0.769
C 2.503 -4.770 -3.870
C 3.719 -5.646 -3.611
C 3.314 -7.023 -3.111
O 4.556 -5.018 -2.641
H 1.927 -4.620 -2.951
H 2.810 -3.780 -4.217
H 1.848 -5.217 -4.623
H 4.303 -5.745 -4.530
H 2.766 -6.948 -2.166
H 4.197 -7.637 -2.917
H 2.683 -7.538 -3.840
H 4.048 -4.926 -1.823
C -3.937 3.024 -3.673
C -2.521 2.902 -3.130
C -1.636 4.033 -3.630
O -1.965 1.651 -3.532
H -3.941 2.972 -4.766
H -4.559 2.199 -3.315
H -4.397 3.967 -3.367
H -2.545 2.911 -2.035
H -1.561 4.016 -4.722
H -0.620 3.926 -3.242
H -2.028 5.006 -3.323
H -1.939 1.633 -4.498
C -9.302 1.651 -6.125
C -8.106 0.763 -5.819
C -8.545 -0.605 -5.320
O -7.291 1.389 -4.828
H -9.905 1.817 -5.226
H -8.972 2.634 -6.471
H -9.938 1.205 -6.893
H -7.494 0.647 -6.718
H -9.121 -0.517 -4.393
H -7.675 -1.228 -5.093
H -9.158 -1.119 -6.064
H -7.824 1.496 -4.029
*
```

Calculated values
- relative energy (zero: lowest compared OMol25 entry of this formula, charge and spin) (eV) = 3.961
- gap between HOMO and LUMO (eV) = 6.4
- E_tot (Eh) = -2797.69280
- F_max (eV Å⁻¹) = 5.52

Löwdin atomic charge list, values in e, 2 entries: -0.443 0.810

***

[2]
# C3H6F3NO2

A 2-piece molecular cluster, C3H6F3NO2 overall at a distorted geometry (ωB97M-V/def2-TZVPD, the Open Molecules 2025 dataset).

The geometry in ORCA input format:
```
! RIJCOSX wB97M-V def2-TZVPD def2/J DEFGRID3
* xyz 0 1
C 0.220 0.389 0.856
C -0.140 -0.407 -0.386
C 3.252 1.465 0.166
N -0.814 0.495 1.656
O 0.974 -1.056 -0.970
O -1.159 -1.325 -0.085
F 4.219 0.575 0.386
F 2.947 1.465 -1.125
F 3.682 2.651 0.592
H 2.312 1.201 0.731
H -0.598 0.222 -1.088
H -1.860 0.291 1.508
H -0.668 0.774 2.676
H 1.523 -1.112 -0.170
H -1.630 -1.674 -0.757
*
```

Calculated values
- relative energy (zero: lowest compared OMol25 entry of this formula, charge and spin) (eV) = 1.329
- gap between HOMO and LUMO (eV) = 9.6
- E_tot (Eh) = -622.65720
- F_max (eV Å⁻¹) = 5.26

Löwdin atomic charge list, values in e, 2 entries: -0.016 -0.478

***

[3]
# C31H22IIrN6

C31H22IIrN6 as an isolated structure (ωB97M-V/def2-TZVPD, the Open Molecules 2025 dataset).

The geometry in ORCA input format:
```
! RIJCOSX wB97M-V def2-TZVPD def2/J DEFGRID3
* xyz 2 1
Ir -0.226 1.222 -0.219
N 3.395 -1.152 -0.365
C 2.289 -0.522 -0.717
N 1.718 0.423 -0.012
C 2.334 0.832 1.198
N 1.924 1.880 1.836
N 0.906 2.419 1.091
C 0.790 3.684 0.952
C 0.217 4.079 -0.338
C 0.142 5.390 -0.765
C -0.169 5.645 -2.095
C -0.367 4.581 -2.955
C -0.294 3.285 -2.463
N -0.027 3.036 -1.182
C 3.494 0.088 1.669
C 4.106 0.368 2.895
C 5.235 -0.325 3.270
C 5.772 -1.307 2.432
C 5.180 -1.599 1.220
C 4.041 -0.894 0.851
H 3.785 -1.839 -0.994
H 1.824 -0.834 -1.638
H 1.242 4.397 1.634
H 0.344 6.193 -0.069
H -0.240 6.663 -2.453
H -0.581 4.736 -4.003
H -0.465 2.422 -3.091
H 3.681 1.132 3.531
H 5.714 -0.106 4.214
H 6.661 -1.843 2.732
H 5.592 -2.359 0.569
I -2.628 2.080 0.371
C -3.498 0.831 -1.077
C -4.852 0.775 -1.181
C -5.407 -0.080 -2.158
C -4.589 -0.800 -2.975
C -3.177 -0.700 -2.887
C -2.342 -1.376 -3.806
C -0.993 -1.203 -3.756
C -0.420 -0.393 -2.749
C -1.160 0.244 -1.781
C -2.585 0.122 -1.889
H -5.500 1.361 -0.543
H -6.482 -0.144 -2.254
H -5.011 -1.458 -3.724
H -2.795 -1.998 -4.567
H -0.355 -1.688 -4.483
H 0.651 -0.251 -2.778
N -0.631 -0.443 0.856
C -0.845 -1.402 1.447
C -1.121 -2.590 2.188
C -1.031 -3.826 1.543
C -1.266 -4.977 2.272
C -1.588 -4.890 3.621
C -1.685 -3.656 4.253
C -1.452 -2.494 3.541
H -0.803 -3.874 0.487
H -1.206 -5.942 1.789
H -1.770 -5.795 4.186
H -1.945 -3.601 5.301
H -1.531 -1.527 4.017
*
```

Calculated values
- relative energy (zero: lowest compared OMol25 entry of this formula, charge and spin) (eV) = 0.761
- gap between HOMO and LUMO (eV) = 6.6
- E_tot (Eh) = -1924.62011
- F_max (eV Å⁻¹) = 0.65

Löwdin atomic charge list, values in e, 2 entries: 1.065 0.157

***

[4]
# C4H5N3O

One molecule with the formula C4H5N3O at a distorted geometry (ωB97M-V/def2-TZVPD, the Open Molecules 2025 dataset).

The geometry in ORCA input format:
```
! RIJCOSX wB97M-V def2-TZVPD def2/J DEFGRID3
* xyz 0 1
C -0.096 2.261 -1.901
N -0.246 1.001 -1.568
N -0.225 1.239 -0.079
C -0.104 0.219 0.584
C 0.171 -1.255 0.172
C -0.109 -1.936 1.462
N -0.365 -1.095 2.431
O -0.473 0.149 1.941
H 0.101 2.348 -3.035
H 0.222 3.239 -1.116
H -0.401 -1.474 -0.717
H 1.345 -1.651 0.129
H 0.182 -3.046 1.697
*
```

Calculated values
- SMILES = C=N/N=C1\CC=NO1
- relative energy (zero: lowest compared OMol25 entry of this formula, charge and spin) (eV) = 6.351
- gap between HOMO and LUMO (eV) = 9.9
- E_tot (Eh) = -394.73417
- F_max (eV Å⁻¹) = 5.64

Löwdin atomic charge list, values in e, 2 entries: -0.100 0.006

***

[5]
# C4H8N2O

One molecule with the formula C4H8N2O at a distorted geometry (ωB97M-V/def2-TZVPD, the Open Molecules 2025 dataset).

The geometry in ORCA input format:
```
! RIJCOSX wB97M-V def2-TZVPD def2/J DEFGRID3
* xyz 0 1
C 2.087 0.438 0.427
N 1.354 -0.194 -0.746
N -0.055 -0.013 -0.496
C -0.840 -1.292 -0.241
C -1.913 -0.183 0.273
C -0.902 1.040 -0.116
O -0.890 2.238 -0.370
H 1.825 -0.031 1.330
H 1.469 1.247 0.810
H 3.157 0.585 0.239
H 1.478 0.082 -1.643
H -1.309 -1.784 -1.118
H -0.558 -1.821 0.562
H -2.921 0.095 -0.243
H -1.982 -0.408 1.333
*
```

Calculated values
- SMILES = CNN1CCC1=O
- relative energy (zero: lowest compared OMol25 entry of this formula, charge and spin) (eV) = 4.733
- gap between HOMO and LUMO (eV) = 10.1
- E_tot (Eh) = -341.82972
- F_max (eV Å⁻¹) = 8.16

Löwdin atomic charge list, values in e, 2 entries: -0.061 -0.016

***

[6]
# C2H5NO4S

A 2-piece molecular cluster, C2H5NO4S overall at a distorted geometry (ωB97M-V/def2-TZVPD, the Open Molecules 2025 dataset).

The geometry in ORCA input format:
```
! RIJCOSX wB97M-V def2-TZVPD def2/J DEFGRID3
* xyz 0 1
C 0.427 -0.994 -0.036
C -2.127 0.073 -0.448
N 2.478 0.007 -0.602
O 0.044 -1.924 -0.667
O -0.052 1.479 0.516
O -1.170 -0.171 2.050
O 2.876 0.583 0.507
S -0.757 0.226 0.724
H -1.766 -0.410 -1.429
H -2.916 -0.696 0.062
H -2.662 0.977 -0.475
H 3.191 -0.605 -0.964
H 2.433 1.455 0.762
*
```

Calculated values
- relative energy (zero: lowest compared OMol25 entry of this formula, charge and spin) (eV) = 5.576
- gap between HOMO and LUMO (alpha / beta) (eV) = 8.2 / 8.3
- E_tot (Eh) = -832.89251
- F_max (eV Å⁻¹) = 4.19

Löwdin atomic charge list, values in e, 2 entries: -0.218 -0.148

***

> The lowest F_max belongs to which entry?

C31H22IIrN6

***

> Among the records above, which one has the highest relative energy (zero: lowest compared OMol25 entry of this formula, charge and spin)?

C4H5N3O

***

Repeat the fifth record exactly.
# C4H8N2O

One molecule with the formula C4H8N2O at a distorted geometry (ωB97M-V/def2-TZVPD, the Open Molecules 2025 dataset).

The geometry in ORCA input format:
```
! RIJCOSX wB97M-V def2-TZVPD def2/J DEFGRID3
* xyz 0 1
C 2.087 0.438 0.427
N 1.354 -0.194 -0.746
N -0.055 -0.013 -0.496
C -0.840 -1.292 -0.241
C -1.913 -0.183 0.273
C -0.902 1.040 -0.116
O -0.890 2.238 -0.370
H 1.825 -0.031 1.330
H 1.469 1.247 0.810
H 3.157 0.585 0.239
H 1.478 0.082 -1.643
H -1.309 -1.784 -1.118
H -0.558 -1.821 0.562
H -2.921 0.095 -0.243
H -1.982 -0.408 1.333
*
```

Calculated values
- SMILES = CNN1CCC1=O
- relative energy (zero: lowest compared OMol25 entry of this formula, charge and spin) (eV) = 4.733
- gap between HOMO and LUMO (eV) = 10.1
- E_tot (Eh) = -341.82972
- F_max (eV Å⁻¹) = 8.16

Löwdin atomic charge list, values in e, 2 entries: -0.061 -0.016